Entry from the OMol25 dataset: an isolated molecule of C3H3Cl2F (wB97M-V/def2-TZVPD).

As for the SMILES: F/C=C\C(Cl)Cl. As for the highest occupied orbital energy: -10.34 eV. For the relative energy (zero: lowest compared OMol25 entry of this formula, charge and spin), the calculation gives 66.8 kJ/mol.

Geometry (Å):
Cl1 -0.22638 1.00849 1.78382
Cl2 1.47593 -1.08528 0.40503
F1 -0.55762 0.68618 -2.46154
C1 0.14579 0.12386 0.17993
C2 -1.28659 -0.19229 -1.74639
C3 -1.10167 -0.49428 -0.43788
H1 0.67279 0.71426 -0.60660
H2 -1.65691 -1.30954 0.03630
H3 -1.78485 -0.89845 -2.46026



Entry from the OMol25 dataset: an isolated molecule of C3H3Cl2F (wB97M-V/def2-TZVPD).

As for the SMILES: F/C=C(/Cl)CCl. As for the highest occupied orbital energy: -10.08 eV. For the relative energy (zero: lowest compared OMol25 entry of this formula, charge and spin), the calculation gives 146.0 kJ/mol.

Geometry (Å):
Cl1 1.21938 -1.76955 -0.52121
Cl2 -2.30528 -0.44338 -0.72438
F1 0.61793 2.24067 -0.48069
C1 1.04336 0.90907 -0.42051
C2 -0.93704 -0.44868 0.62734
C3 0.37004 -0.20866 -0.08134
H1 -0.84697 -1.30498 1.34225
H2 -1.20574 0.48011 1.33154
H3 2.04432 0.54538 -1.07300



Entry from the OMol25 dataset: an isolated molecule of C3H3Cl2NO (wB97M-V/def2-TZVPD).

As for the SMILES: C=C(Cl)C(=O)NCl. As for the highest occupied orbital energy: -10.17 eV. For the relative energy (zero: lowest compared OMol25 entry of this formula, charge and spin), the calculation gives 178.0 kJ/mol.

Geometry (Å):
Cl1 -2.13763 2.45512 0.48640
Cl2 -0.06907 -1.47947 1.56002
O1 0.39571 1.49392 -1.04155
N1 -1.14650 1.06629 0.69503
C1 1.07586 -1.25108 -0.80443
C2 -0.16387 0.87497 -0.22580
C3 0.43933 -0.63061 0.15361
H1 -1.15788 0.42346 1.53466
H2 1.45366 -2.34168 -0.78839
H3 1.31039 -0.61091 -1.56954



Entry from the OMol25 dataset: a 2-piece molecular cluster, C3H3Cl2NO overall (wB97M-V/def2-TZVPD).

As for the SMILES: N=C=C(Cl)Cl.C=O. As for the highest occupied orbital energy: -8.75 eV. For the relative energy (zero: lowest compared OMol25 entry of this formula, charge and spin), the calculation gives 278.4 kJ/mol.

Geometry (Å):
Cl1 -2.14345 0.73853 -1.49274
Cl2 -2.01327 -0.33583 1.23627
O1 0.99365 0.78912 0.60590
N1 -0.04718 -2.26083 -1.20540
C1 1.65468 1.70133 0.99088
C2 -0.84367 -1.46604 -0.78386
C3 -1.38679 -0.37736 -0.36147
H1 -0.47471 -3.15097 -1.42775
H2 2.85059 1.81163 0.86430
H3 1.41016 2.55042 1.57387



Entry from the OMol25 dataset: C3H3Cl3O3S as an isolated structure (wB97M-V/def2-TZVPD).

As for the highest occupied orbital energy: -11.09 eV. For the relative energy (zero: lowest compared OMol25 entry of this formula, charge and spin), the calculation gives 86.4 kJ/mol.

Geometry (Å):
Cl1 0.17134 1.46251 -1.66315
Cl2 0.28678 2.55397 1.18177
Cl3 -0.59044 0.03744 2.30623
S1 1.47976 -0.80733 -0.33045
O1 2.44364 -0.50529 -1.27441
O2 1.64350 0.31452 1.02277
O3 1.34823 -2.03882 0.25599
C1 -0.15661 0.34285 -0.41074
C2 0.39894 0.79910 1.02460
C3 -1.45482 -0.38742 -0.47779
H1 -2.41222 0.13755 -0.17706
H2 -1.65106 -0.54199 -1.59056
H3 -1.50705 -1.36708 0.13280



Entry from the OMol25 dataset: an isolated molecule of C3H3ClF2 (wB97M-V/def2-TZVPD).

As for the SMILES: F/C=C/[C@H](F)Cl. As for the highest occupied orbital energy: -10.51 eV. For the relative energy (zero: lowest compared OMol25 entry of this formula, charge and spin), the calculation gives 206.3 kJ/mol.

Geometry (Å):
Cl1 -2.27475 0.92519 0.15839
F1 2.63403 0.85690 -0.37168
F2 -1.22461 -1.19571 -0.93615
C1 -1.13975 -0.44275 0.21967
C2 0.57140 0.26684 0.54263
C3 1.34275 0.37905 -0.51899
H1 0.95680 0.04604 -1.54712
H2 -1.43583 -1.21981 0.91522
H3 0.56996 0.38425 1.53802



Entry from the OMol25 dataset: an isolated molecule of C3H3ClFNS (wB97M-V/def2-TZVPD).

As for the SMILES: F/C(Cl)=C/C=N/S. As for the highest occupied orbital energy: -8.25 eV. For the relative energy (zero: lowest compared OMol25 entry of this formula, charge and spin), the calculation gives 161.7 kJ/mol.

Geometry (Å):
Cl1 0.99053 -2.28322 1.05616
S1 1.04144 1.40820 -2.30980
F1 -1.14844 -1.70442 2.28465
N1 0.68916 0.38530 -1.07028
C1 -0.81152 -0.15223 0.71819
C2 -0.17896 0.76178 -0.15990
C3 -0.40141 -1.32598 1.36416
H1 2.32743 0.98401 -2.46793
H2 -1.79368 0.14529 0.88502
H3 -0.71454 1.78127 -0.30029



Entry from the OMol25 dataset: C3H3ClFO3Pd as an isolated structure (wB97M-V/def2-TZVPD).

Its charge is +1. As for the highest occupied orbital energy (alpha / beta): -13.27 / -13.20 eV. For the relative energy (zero: lowest compared OMol25 entry of this formula, charge and spin), the calculation gives 82.3 kJ/mol. As for the spin multiplicity: 3.

Geometry (Å):
Pd1 4.11796 -3.00538 -1.95384
Cl1 1.88066 -1.99467 -2.65611
F1 -0.85054 -1.37204 0.30285
O1 -1.08081 1.35308 1.26916
O2 -1.13192 0.63201 -0.81375
O3 -2.78786 2.15208 -0.03701
C1 -1.76906 1.39926 0.12192
C2 -0.23063 -0.23236 -0.05837
C3 0.09057 0.54298 1.17818
H1 0.99935 1.14465 1.16390
H2 0.72166 -0.46788 -0.53354
H3 0.04064 -0.15173 2.01661



Entry from the OMol25 dataset: a 2-piece molecular cluster, C3H3ClIN overall (wB97M-V/def2-TZVPD).

As for the highest occupied orbital energy (alpha / beta): -8.94 / -9.06 eV. For the relative energy (zero: lowest compared OMol25 entry of this formula, charge and spin), the calculation gives 311.5 kJ/mol.

Geometry (Å):
I1 1.70204 -1.58447 -1.18782
Cl1 -2.46438 0.72246 0.62913
N1 0.85669 0.51975 2.34268
C1 0.59218 0.15513 -1.24964
C2 -0.95319 -0.12199 0.71551
C3 0.10758 0.15637 1.57165
H1 1.12667 1.08527 -0.90694
H2 0.04998 0.24699 -2.17706
H3 -1.01757 -1.17953 0.26249



Entry from the OMol25 dataset: an isolated molecule of C3H3ClIN3O (wB97M-V/def2-TZVPD).

As for the SMILES: Nn1c(I)cc(Cl)[n+]1[O-]. As for the highest occupied orbital energy: -8.15 eV. For the relative energy (zero: lowest compared OMol25 entry of this formula, charge and spin), the calculation gives 0.0 kJ/mol.

Geometry (Å):
I1 -2.59664 1.02295 -1.53126
Cl1 3.18607 0.44806 -0.65377
O1 1.35810 -1.06690 1.50043
N1 -1.48601 -0.71628 1.20152
N2 -0.61166 -0.32649 0.26373
N3 0.99571 -0.40532 0.53596
C1 1.49758 0.24735 -0.47818
C2 0.49715 0.80694 -1.31126
C3 -0.72178 0.46513 -0.80584
H1 -1.34130 -1.69434 1.43819
H2 0.68006 1.36174 -2.20426
H3 -1.45725 -0.14284 2.04476



Entry from the OMol25 dataset: an isolated molecule of C3H3ClN2 (wB97M-V/def2-TZVPD).

As for the SMILES: ClC1C=NN=C1. As for the highest occupied orbital energy: -10.29 eV. For the relative energy (zero: lowest compared OMol25 entry of this formula, charge and spin), the calculation gives 161.6 kJ/mol.

Geometry (Å):
Cl1 -0.52302 -0.03220 -1.76615
N1 0.78571 0.84102 1.50732
N2 1.05928 -0.53904 1.51716
C1 -0.60492 -0.15545 0.01867
C2 0.37735 -1.13206 0.58474
C3 -0.13886 1.11389 0.68143
H1 -0.58203 2.08701 0.56559
H2 0.42496 -2.19796 0.41875
H3 -1.66794 -0.41381 0.15982



Entry from the OMol25 dataset: an isolated molecule of C3H3ClN2 (wB97M-V/def2-TZVPD).

As for the SMILES: N#C/C(Cl)=C/N. As for the highest occupied orbital energy: -8.71 eV. For the relative energy (zero: lowest compared OMol25 entry of this formula, charge and spin), the calculation gives 65.1 kJ/mol.

Geometry (Å):
Cl1 1.46889 0.09559 0.47216
N1 -0.35647 1.91776 -1.22015
N2 -1.22773 -2.38171 0.73208
C1 -0.86222 -1.31488 0.50395
C2 -0.88515 0.81384 -0.71354
C3 -0.20635 -0.10508 0.06761
H1 -1.85436 0.40265 -1.01639
H2 0.58442 2.22550 -1.10410
H3 -0.88948 2.63114 -1.63791



Entry from the OMol25 dataset: an isolated molecule of C3H3ClN2S (wB97M-V/def2-TZVPD).

As for the SMILES: ClSn1ccnc1. As for the highest occupied orbital energy: -9.28 eV. For the relative energy (zero: lowest compared OMol25 entry of this formula, charge and spin), the calculation gives 93.6 kJ/mol.

Geometry (Å):
Cl1 3.05399 0.53014 0.64608
S1 2.13696 -0.49009 -0.80040
N1 0.47460 -0.32905 -0.30826
N2 -1.47227 -0.52072 0.77745
C1 -0.29352 0.74020 -0.65170
C2 -1.51543 0.61192 -0.04418
C3 -0.31257 -1.04044 0.60897
H1 0.22801 -1.89128 1.05162
H2 -2.46697 1.04562 0.07423
H3 0.16721 1.34370 -1.35381



Entry from the OMol25 dataset: an isolated molecule of C3H3ClN4 (wB97M-V/def2-TZVPD).

As for the SMILES: Cl/C=C\n1ncnn1. As for the highest occupied orbital energy: -9.39 eV. For the relative energy (zero: lowest compared OMol25 entry of this formula, charge and spin), the calculation gives 270.8 kJ/mol.

Geometry (Å):
Cl1 -2.36341 -0.64545 -0.13576
N1 2.70680 0.11866 -0.06098
N2 0.71958 -1.04218 0.07174
N3 0.63343 0.27669 -0.16592
N4 1.76578 1.04245 -0.18242
C1 2.12091 -1.10422 0.17773
C2 -0.43759 1.19504 0.01632
C3 -1.74560 0.94060 0.35780
H1 -2.34222 1.90910 0.77789
H2 2.37262 -2.09233 0.69599
H3 -0.25787 2.19797 -0.11406



Entry from the OMol25 dataset: a 2-piece molecular cluster, C3H3ClN4O3S overall (wB97M-V/def2-TZVPD).

As for the highest occupied orbital energy: -9.99 eV. For the relative energy (zero: lowest compared OMol25 entry of this formula, charge and spin), the calculation gives 0.0 kJ/mol.

Geometry (Å):
Cl1 -0.24622 -2.96641 -0.48256
S1 0.29354 -1.38534 -1.44152
O1 1.45078 -0.84804 -0.79681
O2 -0.46522 -0.40742 0.92285
O3 0.29542 -1.82886 -2.81504
N1 -2.80425 -0.61631 -2.69196
N2 -0.91989 -0.33015 -1.40222
N3 -1.91653 -0.48863 -2.03940
N4 0.89713 0.28034 2.64507
C1 0.53569 2.65083 0.10822
C2 0.26814 0.44203 1.46718
C3 0.42363 1.67997 0.79555
H1 1.27347 1.01657 3.13678
H2 0.26830 3.43038 -0.57663
H3 0.64600 -0.62895 3.17050



Entry from the OMol25 dataset: an isolated molecule of C3H3ClO (wB97M-V/def2-TZVPD).

As for the highest occupied orbital energy: -9.67 eV. For the relative energy (zero: lowest compared OMol25 entry of this formula, charge and spin), the calculation gives 280.3 kJ/mol.

Geometry (Å):
Cl1 1.51099 -1.31269 0.12635
O1 0.70207 1.41900 0.63340
C1 -0.28095 0.68183 -0.12749
C2 -0.19321 -0.87028 0.08148
C3 0.92846 1.51994 -0.59616
H1 -0.58702 -1.32689 1.01172
H2 -1.33793 1.16615 -0.33321
H3 -0.74241 -1.27707 -0.79610



Entry from the OMol25 dataset: an isolated molecule of C3H3ClO2 (wB97M-V/def2-TZVPD).

As for the SMILES: C=COC(=O)Cl. As for the highest occupied orbital energy: -10.50 eV. For the relative energy (zero: lowest compared OMol25 entry of this formula, charge and spin), the calculation gives 149.4 kJ/mol.

Geometry (Å):
Cl1 1.58963 3.80189 -0.48524
O1 1.57655 1.22654 -0.63996
O2 3.56429 2.20646 -0.85904
C1 2.41880 2.30197 -0.63285
C2 0.10397 -0.50403 0.09406
C3 0.20118 0.78879 -0.12638
H1 -0.81196 -0.82130 0.62651
H2 1.03738 -0.93269 -0.22901
H3 -0.25117 1.71322 0.20298



Entry from the OMol25 dataset: C3H3ClO2 as an isolated structure (wB97M-V/def2-TZVPD).

As for the highest occupied orbital energy: -9.46 eV. For the relative energy (zero: lowest compared OMol25 entry of this formula, charge and spin), the calculation gives 257.0 kJ/mol.

Geometry (Å):
Cl1 -2.04875 1.89600 0.10330
O1 -3.45904 -1.41679 -0.85678
O2 -2.53279 -0.71679 1.12368
C1 -2.85186 -0.96357 0.01184
C2 -0.01333 0.09463 -0.05389
C3 -1.47372 0.39708 -0.42598
H1 0.39201 0.94241 0.54059
H2 0.64793 0.00813 -1.04450
H3 0.05138 -0.77491 0.62594



Entry from the OMol25 dataset: an isolated molecule of C3H3ClOS (wB97M-V/def2-TZVPD).

As for the highest occupied orbital energy: -7.84 eV. For the relative energy (zero: lowest compared OMol25 entry of this formula, charge and spin), the calculation gives 326.5 kJ/mol.

Geometry (Å):
Cl1 1.70746 -0.68904 2.78584
S1 -0.05419 -1.52947 0.64587
O1 0.90621 1.33129 0.06568
C1 0.45730 -0.34192 1.71835
C2 0.20219 0.89692 -0.79677
C3 -0.84992 -0.27137 -0.59180
H1 -1.87004 0.03402 -0.34031
H2 0.40718 1.22002 -1.82113
H3 -0.90618 -0.65045 -1.66572



Entry from the OMol25 dataset: C3H3ClOS as an isolated structure (wB97M-V/def2-TZVPD).

As for the highest occupied orbital energy: -9.43 eV. For the relative energy (zero: lowest compared OMol25 entry of this formula, charge and spin), the calculation gives 308.1 kJ/mol.

Geometry (Å):
Cl1 -1.45898 -1.95012 0.00238
S1 -0.96319 1.11266 0.36213
O1 -2.13468 1.41503 -0.47170
C1 0.26621 0.39740 -0.63524
C2 1.06735 -0.23274 0.48591
C3 -0.51516 -0.61149 0.19643
H1 1.85868 -0.97744 0.31493
H2 0.47504 0.55903 -1.75622
H3 1.40473 0.28766 1.50139